Entry 1:
Computed, not measured: a molecular structure, C2H6MgO2 in a non-equilibrium geometry, with ωB97M-V/def2-TZVPD.

Summary:
highest occupied orbital energy = -9.21 eV
DFT total energy = -11711.7927 eV
lowest unoccupied orbital energy = -0.0341 hartree
gap between HOMO and LUMO = 0.304 hartree
energy above the lowest of the compared OMol25 structures with the same formula, charge and spin = 0.0 kcal/mol
molar mass = 86.37 Da

Each line ends with the Mulliken charge.
Cartesian coordinates (Å):
O: 3.08066 1.07241 -1.15176  -0.790
O: 0.59992 0.14308 1.04262  -0.753
H: 2.68817 1.82197 -1.63408  0.236
Mg: 2.16595 0.02328 0.07776  1.106
C: -0.77159 0.14491 0.84269  -0.035
C: -1.25056 -0.88112 -0.17568  -1.004
H: -1.09292 1.15047 0.50086  0.232
H: -1.29425 -0.04220 1.80180  0.225
H: -1.28832 -0.43623 -1.18209  0.238
H: -0.57507 -1.75179 -0.18919  0.220
H: -2.26201 -1.24479 0.06708  0.324

Entry 2:
Computed, not measured: a molecular structure, C2H6N in a non-equilibrium geometry, with ωB97M-V/def2-TZVPD.

Summary:
highest occupied orbital energy = -16.09 eV
DFT total energy = -3648.6226 eV
lowest unoccupied orbital energy = -0.3219 hartree
gap between HOMO and LUMO = 0.269 hartree
energy above the lowest of the compared OMol25 structures with the same formula, charge and spin = 117.4 kcal/mol
molar mass = 44.08 Da
total charge = +1

Each line ends with the Mulliken charge.
Cartesian coordinates (Å):
C: 0.42270 -0.11953 0.19540  -0.394
C: 0.22597 0.69021 1.28352  -0.041
N: -0.71448 -0.65292 -1.17725  -0.368
H: 1.09740 0.14860 -0.62650  0.360
H: 0.39769 1.75571 1.25521  0.301
H: -0.34398 0.33620 2.13437  0.287
H: 0.39800 -1.20408 0.30775  0.236
H: -0.37695 -1.21669 -1.97148  0.316
H: -1.10633 0.26251 -1.40102  0.304

Entry 3:
Computed, not measured: a molecular structure, C2H6N2, with ωB97M-V/def2-TZVPD.

Summary:
highest occupied orbital energy = -7.48 eV
DFT total energy = -5147.2490 eV
lowest unoccupied orbital energy = 0.0211 hartree
gap between HOMO and LUMO = 0.296 hartree
energy above the lowest of the compared OMol25 structures with the same formula, charge and spin = 107.7 kcal/mol
molar mass = 58.08 Da

Each line ends with the Mulliken charge.
Cartesian coordinates (Å):
C: 0.96389 0.46011 1.17627  -0.389
N: -0.73953 -0.59450 -1.12961  -0.378
C: -0.83306 -0.82557 0.22427  0.070
N: -0.13261 -0.21922 1.09859  -0.254
H: -0.11729 0.14812 -1.42994  0.150
H: -1.51232 -0.89405 -1.70380  0.215
H: -1.56854 -1.55605 0.53998  0.334
H: 0.88187 1.41587 1.70320  0.250
H: 1.68330 0.71641 0.05809  -0.032
H: 1.37430 1.34887 -0.53705  0.034

Entry 4:
Computed, not measured: C2H6N2 in the gas phase in a non-equilibrium geometry, with ωB97M-V/def2-TZVPD.

Summary:
highest occupied orbital energy = -8.30 eV
DFT total energy = -5149.1394 eV
lowest unoccupied orbital energy = 0.0429 hartree
gap between HOMO and LUMO = 0.348 hartree
SMILES = N/C=C/N
energy above the lowest of the compared OMol25 structures with the same formula, charge and spin = 64.1 kcal/mol
molar mass = 58.08 Da

Each line ends with the Mulliken charge.
Cartesian coordinates (Å):
N: -0.76640 -1.46150 0.81240  -0.573
C: -0.61175 -0.09747 0.49956  -0.105
C: 0.12683 0.32948 -0.61428  -0.374
N: 1.17475 1.27644 -0.71080  -0.558
H: -0.88093 -1.48632 1.80395  0.285
H: -1.69584 -1.88257 0.56696  0.244
H: -0.81414 0.62307 1.23949  0.342
H: 0.22226 -0.38063 -1.37754  0.292
H: 1.12720 2.05126 -1.36150  0.219
H: 2.11802 1.02825 -0.85825  0.229

Entry 5:
Computed, not measured: C2H6N2O in the gas phase in a non-equilibrium geometry, with ωB97M-V/def2-TZVPD.

Summary:
highest occupied orbital energy = -9.32 eV
DFT total energy = -7196.3552 eV
lowest unoccupied orbital energy = 0.0320 hartree
gap between HOMO and LUMO = 0.374 hartree
SMILES = CN(C)N=O
energy above the lowest of the compared OMol25 structures with the same formula, charge and spin = 79.2 kcal/mol
molar mass = 74.08 Da

Each line ends with the Mulliken charge.
Cartesian coordinates (Å):
C: 1.74436 -0.44624 -0.00944  -0.736
N: 0.34880 -0.04764 0.00281  0.451
C: -0.04093 1.35139 -0.01415  -0.759
N: -0.68009 -0.90344 -0.03179  -0.156
O: -1.73902 -0.27404 0.02486  -0.492
H: 1.82559 -1.50451 -0.21917  0.308
H: 2.34414 0.25504 -0.63053  0.250
H: 2.20199 -0.27097 0.98574  0.316
H: 0.95134 1.85843 -0.07799  0.304
H: -0.72792 1.50977 -0.80808  0.257
H: -0.58452 1.57124 0.89546  0.256

Entry 6:
Computed, not measured: 2 unconnected molecules or ions with the total composition C2H6N2O in a non-equilibrium geometry, with ωB97M-V/def2-TZVPD.

Summary:
highest occupied orbital energy = -9.50 eV
DFT total energy = -7197.7244 eV
lowest unoccupied orbital energy = 0.0324 hartree
gap between HOMO and LUMO = 0.382 hartree
SMILES = NC=O.C=N
energy above the lowest of the compared OMol25 structures with the same formula, charge and spin = 47.6 kcal/mol
molar mass = 74.08 Da

Each line ends with the Mulliken charge.
Cartesian coordinates (Å):
N: 1.33215 2.15457 -1.11454  -0.356
C: 0.08532 1.62406 -1.29043  0.118
O: -0.77286 1.58133 -0.44099  -0.507
H: 1.76775 2.63066 -1.88143  0.216
H: 1.66046 2.17510 -0.16080  0.229
H: -0.10139 1.12986 -2.26047  0.300
C: -0.99684 -2.26175 1.76980  -0.220
N: -0.15076 -2.67876 0.93513  -0.509
H: -0.91201 -2.57899 2.80402  0.238
H: -1.89399 -1.67625 1.52872  0.226
H: -0.01782 -2.09982 0.11100  0.266

Entry 7:
Computed, not measured: a molecular structure, C2H6N2O, with ωB97M-V/def2-TZVPD.

Summary:
highest occupied orbital energy (spin up / spin down) = -8.04 / -8.04 eV
DFT total energy = -7193.5116 eV
lowest unoccupied orbital energy (spin up / spin down) = -0.0063 / -0.0063 hartree
gap between HOMO and LUMO (spin up / spin down) = 0.289 / 0.289 hartree
energy above the lowest of the compared OMol25 structures with the same formula, charge and spin = 144.7 kcal/mol
molar mass = 74.08 Da

Each line ends with the Mulliken charge.
Cartesian coordinates (Å):
C: 0.47257 1.23874 -1.04573  -0.923
C: -0.17054 -0.27702 0.03783  0.731
N: 0.52823 -0.32071 1.16533  -0.420
O: -1.30057 -1.95801 0.56685  -0.912
N: -0.87379 -0.33407 -0.92770  -0.203
H: -2.20804 -1.69706 0.76820  0.240
H: 1.43444 0.12061 1.20419  0.240
H: 0.32318 -1.15731 1.69795  0.293
H: -0.03625 1.47095 -1.97150  0.273
H: 0.33679 2.00644 -0.29033  0.346
H: 1.49399 0.90745 -1.20508  0.336

Entry 8:
Computed, not measured: C2H6N2O in the gas phase in a non-equilibrium geometry, with ωB97M-V/def2-TZVPD.

Summary:
highest occupied orbital energy = -8.88 eV
DFT total energy = -7195.5888 eV
lowest unoccupied orbital energy = 0.0387 hartree
gap between HOMO and LUMO = 0.365 hartree
SMILES = [H]/N=C/NOC
energy above the lowest of the compared OMol25 structures with the same formula, charge and spin = 96.8 kcal/mol
molar mass = 74.08 Da

Each line ends with the Mulliken charge.
Cartesian coordinates (Å):
H: 3.16421 0.33583 0.10142  0.253
N: 2.48915 -0.32702 -0.13359  -0.672
C: 1.44519 0.45326 0.06939  -0.005
N: 0.25135 -0.20728 -0.15945  -0.248
O: -0.79132 0.56873 -0.52617  -0.212
C: -1.82539 -0.18655 0.16213  -0.493
H: 1.30153 1.44274 0.49074  0.341
H: 0.54417 -1.03297 -0.75359  0.269
H: -2.86550 0.23333 -0.20051  0.252
H: -1.77611 -0.15618 1.25790  0.267
H: -1.93727 -1.12388 -0.30828  0.248

Entry 9:
Computed, not measured: 2 unconnected molecules or ions with the total composition C2H6N2O in a non-equilibrium geometry, with ωB97M-V/def2-TZVPD.

Summary:
highest occupied orbital energy = -9.47 eV
DFT total energy = -7198.3146 eV
lowest unoccupied orbital energy = 0.0328 hartree
gap between HOMO and LUMO = 0.381 hartree
SMILES = NC=O.C=N
energy above the lowest of the compared OMol25 structures with the same formula, charge and spin = 34.0 kcal/mol
molar mass = 74.08 Da

Each line ends with the Mulliken charge.
Cartesian coordinates (Å):
N: -2.77537 0.69129 -0.10808  -0.345
C: -1.61707 1.37007 0.02236  0.119
O: -0.54349 0.84928 0.19870  -0.535
H: -2.74387 -0.31730 -0.06086  0.235
H: -3.66520 1.13829 0.05158  0.222
H: -1.72779 2.46108 -0.13358  0.288
C: 2.97187 -1.36047 -0.08782  -0.193
N: 1.76874 -1.59160 0.17804  -0.572
H: 3.65560 -2.09438 -0.51409  0.244
H: 3.44013 -0.36464 -0.01588  0.192
H: 1.23644 -0.78162 0.46961  0.346

Entry 10:
Computed, not measured: C2H6N2O in the gas phase in a non-equilibrium geometry, with ωB97M-V/def2-TZVPD.

Summary:
highest occupied orbital energy = -9.35 eV
DFT total energy = -7197.1202 eV
lowest unoccupied orbital energy = 0.0304 hartree
gap between HOMO and LUMO = 0.374 hartree
SMILES = N/N=C\CO
energy above the lowest of the compared OMol25 structures with the same formula, charge and spin = 61.5 kcal/mol
molar mass = 74.08 Da

Each line ends with the Mulliken charge.
Cartesian coordinates (Å):
N: 1.38300 -0.67501 1.06849  -0.459
N: 0.67665 -1.35483 0.09655  -0.365
C: -0.18549 -0.70426 -0.58444  -0.021
C: -0.58143 0.77778 -0.21980  -0.547
O: -1.38903 1.43075 -1.16498  -0.505
H: 1.77141 -1.37055 1.71951  0.288
H: 0.73869 -0.19096 1.65094  0.191
H: -0.68540 -1.27507 -1.30889  0.451
H: -1.18858 0.68600 0.66447  0.315
H: 0.34179 1.29030 0.09835  0.328
H: -0.88161 1.38585 -2.02019  0.325

Which formula does entry 6 have?
C2H6N2O